Density functional theory data (wB97M-V/def2-TZVPD) for a molecular structure, C26H42Br6N4O4.

Element x y z (Å)
C -7.1349 13.8874 9.5191
C -6.7592 12.6533 10.0705
C -6.8665 12.4459 11.4211
C -7.5250 13.3963 12.1913
C -7.9814 14.5778 11.6230
C -7.6568 14.8844 10.3056
N -8.0493 13.0490 13.5249
O -8.7715 13.8101 14.1067
O -7.7036 11.9794 14.0208
H -6.9194 14.0974 8.4772
H -6.1689 11.8937 9.4908
H -6.6062 11.5348 11.8877
H -8.4755 15.3288 12.1793
H -7.7954 15.8599 9.9263
C -3.6839 20.8300 14.2425
C -4.7158 20.2357 13.5169
C -4.9212 20.3971 12.1674
C -4.0583 21.2126 11.4821
C -2.8928 21.6416 12.0995
C -2.6885 21.4776 13.4682
N -4.2360 21.3699 9.9812
O -3.2717 21.7282 9.3341
O -5.3590 21.1659 9.5302
H -3.6160 20.7219 15.2819
H -5.3870 19.5891 14.0623
H -5.6753 19.7926 11.5991
H -2.2187 22.0770 11.4276
H -1.7364 21.8023 13.9772
C -1.0437 25.4907 14.7258
Br -0.2786 24.8671 13.0534
Br -0.6550 24.2467 16.1360
Br -2.8883 25.8241 14.6267
H -0.4453 26.4045 15.0088
C -5.3193 22.6719 6.0396
Br -5.8745 24.3337 6.9468
Br -3.6205 22.9089 5.1715
Br -6.6019 22.2393 4.7200
H -5.2448 22.0709 6.8705
C 3.6212 21.7281 8.6373
C 2.2658 21.4444 8.0056
N 1.1770 21.3029 8.9569
C 1.4851 20.3708 10.0306
C 0.4358 20.2894 11.1429
C 0.0031 20.9396 8.2238
C -0.2298 19.4527 7.9487
H 4.3386 21.8448 7.8435
H 3.9691 20.9515 9.2149
H 3.6092 22.7244 9.1377
H 2.0307 22.2769 7.3121
H 2.4335 20.6097 7.2818
H 1.7340 19.3545 9.7293
H 2.3645 20.7241 10.5550
H -0.4726 19.6355 10.9740
H 0.8941 19.7567 11.9575
H 0.2162 21.3172 11.4288
H -0.1581 21.4945 7.3146
H -0.8208 21.2015 8.8633
H -1.1753 19.1963 7.4586
H -0.2600 18.8597 8.8739
H 0.5250 18.9286 7.3915
C -9.6962 24.3229 11.5812
C -8.5458 25.0160 12.2675
N -7.3144 24.1260 12.4293
C -6.5309 23.9699 11.1559
C -5.1174 24.4832 11.3850
C -7.5210 22.8794 13.0936
C -7.8990 23.1126 14.5544
H -10.0330 23.4576 12.1897
H -9.2750 23.8440 10.7239
H -10.4697 25.0390 11.2489
H -8.1485 25.8348 11.6476
H -8.8672 25.3687 13.2462
H -6.5526 22.9551 10.7117
H -7.0374 24.6631 10.4803
H -5.1501 25.5584 11.5591
H -4.6894 24.0293 12.3020
H -4.3915 24.2532 10.5972
H -6.4697 22.4874 13.1451
H -8.2126 22.1431 12.6393
H -7.1155 23.6756 15.0456
H -8.0004 22.2330 15.1040
H -8.8023 23.7205 14.7913

Computed properties:
HOMO level = -0.302 Eh
electronic energy = -16979.6539 Ha
strongest force on any atom = 3.2 eV Å⁻¹
energy relative to the best compared isomer or geometry (same formula, charge and spin) = 28.6 kJ/mol

---

Density functional theory data (wB97M-V/def2-TZVPD) for a gas-phase ion, C5H12ClN5 (charge +2).

Element x y z (Å)
C -0.5734 -0.1340 2.0231
C -0.2672 -2.1590 0.5495
C -0.6308 0.9813 -0.1844
C -0.0578 1.6269 -2.4040
C 1.5233 1.9427 -0.3903
N -0.4927 0.9363 1.2371
N 0.2484 -1.4524 -0.3307
N -0.6735 -1.3895 1.7533
N 0.2562 1.5189 -0.9601
N -0.3644 -3.4656 0.7850
Cl -2.0406 0.3196 -0.7958
H -0.6797 0.1591 3.0016
H -0.8237 2.2729 -2.4165
H 0.8566 1.9798 -3.0552
H -0.2216 0.7002 -2.9640
H 2.1853 1.6504 -1.1739
H 1.6566 2.9499 -0.3904
H 1.7764 1.6188 0.6295
H -0.7097 1.7131 1.8569
H 0.4589 -1.8051 -1.2645
H -0.7644 -2.0347 2.4974
H 0.3129 -4.1081 0.4578
H -0.9750 -3.8214 1.5385

Computed properties:
HOMO level (spin up / spin down) = -0.510 / -0.638 Eh
electronic energy = -930.8556 Ha
net charge = +2
strongest force on any atom = 5.6 eV Å⁻¹
spin multiplicity = 3
energy relative to the best compared isomer or geometry (same formula, charge and spin) = 109.9 kJ/mol

---

Density functional theory data (wB97M-V/def2-TZVPD) for 16 unconnected molecules or ions with the total composition C16H64O16.

Element x y z (Å)
C 22.6220 1.3820 6.1510
O 21.5970 1.7710 5.2060
H 22.4630 1.9660 7.0730
H 23.6200 1.6190 5.7370
H 22.7240 0.3330 6.4650
H 21.6710 2.7050 5.1940
C 24.5940 -4.8510 3.1110
O 23.8090 -5.3940 2.0710
H 23.9380 -4.3240 3.7650
H 25.3300 -4.1710 2.7920
H 25.1300 -5.6430 3.6160
H 24.2020 -5.1740 1.2430
C 23.9320 -6.0770 7.6700
O 23.5370 -7.4130 7.8300
H 24.0960 -5.8970 6.5670
H 24.9170 -5.8440 8.1320
H 23.1950 -5.4260 7.9510
H 22.6190 -7.4770 7.7020
C 20.4290 -6.5700 8.5400
O 20.8110 -7.9100 8.2790
H 19.3330 -6.4230 8.5320
H 20.8770 -5.8620 7.8280
H 20.8220 -6.2660 9.5220
H 20.2790 -8.4550 8.8840
C 21.8940 -3.5800 0.6860
O 20.7620 -2.8310 0.3080
H 21.9110 -3.6840 1.7920
H 22.8410 -3.2500 0.3460
H 21.9530 -4.6040 0.3160
H 20.7850 -2.0910 0.9420
C 26.9280 -4.3460 5.5280
O 27.4430 -5.3840 4.7040
H 26.8020 -4.7290 6.5720
H 25.9000 -4.0210 5.3280
H 27.5970 -3.4910 5.5830
H 27.7780 -4.9370 3.8610
C 25.2300 -1.2960 5.3740
O 25.3130 -1.7780 4.0310
H 24.2960 -1.5670 5.8660
H 25.2930 -0.2170 5.4290
H 26.0590 -1.7630 5.8820
H 26.2020 -1.7720 3.7070
C 19.2830 -1.1820 6.0840
O 19.0360 -2.5250 5.6930
H 20.2550 -0.8340 5.7190
H 19.3960 -1.0440 7.1420
H 18.5130 -0.4840 5.7240
H 18.7720 -2.5430 4.7880
C 21.8350 -1.2840 3.1840
O 21.2570 -0.7170 1.9600
H 22.7300 -1.8060 2.9270
H 21.1680 -1.9900 3.6360
H 22.0760 -0.4780 3.8650
H 21.7400 -0.0120 1.6070
C 17.9160 -5.7390 5.8990
O 16.8560 -5.5900 6.8500
H 17.8050 -4.9730 5.1820
H 17.8870 -6.7170 5.3640
H 18.8980 -5.6520 6.2800
H 16.9920 -4.7320 7.3010
C 20.7850 -7.4320 4.9780
O 21.9380 -6.6290 5.2360
H 20.2780 -6.9630 4.1410
H 20.1200 -7.5070 5.8830
H 21.0380 -8.4460 4.6340
H 21.6280 -5.7390 5.4620
C 16.9450 -1.9310 8.5570
O 17.3460 -3.0510 7.7470
H 16.5490 -2.2390 9.4530
H 16.2210 -1.2970 8.0370
H 17.8840 -1.4320 8.8220
H 17.9170 -2.7220 7.0610
C 22.3680 -3.4940 5.6700
O 21.2530 -4.2300 6.0790
H 22.3980 -3.4420 4.5600
H 23.2860 -3.9140 6.0530
H 22.3680 -2.4850 6.0320
H 20.5170 -3.6200 6.1400
C 20.6080 -2.9390 9.0380
O 20.9370 -3.7360 10.1890
H 21.4930 -2.6420 8.5270
H 20.1860 -1.9740 9.3840
H 19.8490 -3.4140 8.3930
H 21.5180 -3.2180 10.7660
C 24.2450 -2.3570 8.7230
O 25.0270 -3.1370 7.9540
H 24.7860 -1.5470 9.1350
H 23.7690 -2.9430 9.5200
H 23.4640 -1.9520 8.1200
H 25.7750 -3.3490 8.5510
C 19.5420 -4.7730 2.8750
O 18.6460 -5.8380 2.7450
H 20.5790 -5.0890 2.9660
H 19.3260 -4.1770 3.7420
H 19.4160 -4.0800 1.9800
H 17.7430 -5.5270 2.9460

Computed properties:
HOMO level = -0.324 Eh
electronic energy = -1851.4630 Ha
strongest force on any atom = 3.8 eV Å⁻¹
energy relative to the best compared isomer or geometry (same formula, charge and spin) = 800.0 kJ/mol

---

Density functional theory data (wB97M-V/def2-TZVPD) for 2 unconnected molecules or ions with the total composition CH2NO2S.

Element x y z (Å)
C 1.1044 -0.9652 0.2428
N -0.5988 0.3814 -0.0411
O 1.6694 -0.5266 1.1890
O 0.9377 -1.6799 -0.6566
S -2.2235 1.0088 0.1413
H -0.6914 0.5072 -1.0365
H -0.1978 1.2743 0.1612

Computed properties:
HOMO level = -0.088 Eh
electronic energy = -642.7564 Ha
net charge = -1
strongest force on any atom = 3.2 eV Å⁻¹
energy relative to the best compared isomer or geometry (same formula, charge and spin) = 69.2 kJ/mol

---

Density functional theory data (wB97M-V/def2-TZVPD) for a molecular structure, C13H23CsN2O10P2S.

Element x y z (Å)
Cs -2.4841 0.6140 0.3067
C 0.6181 -4.1002 2.8158
C 0.5385 -3.3710 1.4758
O 1.8238 -3.2181 -0.6266
P -2.2101 -3.0422 1.2169
O -2.9959 -4.4009 1.6099
O -2.0208 -2.3466 2.6243
O -2.9990 -2.2639 0.2546
P 0.7523 -1.4875 1.6046
O 0.7123 -1.1872 3.2016
O 2.1081 -1.1065 1.0988
O -0.4582 -0.8768 0.9698
H 0.3612 -5.1521 2.6795
H -0.0096 -3.6719 3.5947
H 1.6426 -4.0618 3.1880
H 2.0345 -2.2841 -0.4429
H -3.9226 -4.3331 1.3512
H -1.8855 -2.9684 3.3483
H 1.6155 -1.0525 3.5123
O -2.2580 1.1683 3.4210
C -1.2315 1.5460 3.6882
N 3.6959 -7.0009 0.4857
C 3.1660 -5.9050 1.1309
O 3.6306 -5.4948 2.1776
C 1.9594 -5.2993 0.4962
C 1.0932 -6.0550 -0.1813
C -0.1494 -5.5734 -0.7479
C -0.8869 -4.5349 -0.3442
N -0.7326 -3.6555 0.7334
C 1.7850 -3.8127 0.6562
H 4.5787 -7.3205 0.8515
H 3.5791 -7.0496 -0.5127
H 1.3271 -7.1062 -0.3121
H -0.5542 -6.1211 -1.5895
H -1.7982 -4.3369 -0.8970
H 2.6270 -3.4560 1.2529
C -0.0168 5.9431 0.2450
C 0.0839 5.0850 -1.0039
S -0.3078 3.3404 -0.7261
O -1.6108 3.2926 0.0079
C 0.9384 2.9235 0.5021
C 2.3666 2.9320 -0.0149
H -0.0319 6.9981 -0.0280
H 0.8259 5.7869 0.9169
H -0.9390 5.7191 0.7816
H 1.0700 5.1003 -1.4698
H -0.6466 5.3918 -1.7540
H 0.6518 1.9105 0.7971
H 0.7802 3.5717 1.3647
H 2.4655 2.3122 -0.9063
H 3.0166 2.5100 0.7498
H 2.7198 3.9366 -0.2489

Computed properties:
HOMO level = -0.284 Eh
electronic energy = -2472.3671 Ha
strongest force on any atom = 0.9 eV Å⁻¹
energy relative to the best compared isomer or geometry (same formula, charge and spin) = 121.6 kJ/mol